C48H136N12O14 | ωB97M-V/def2-TZVPD

Last column: Löwdin charge in e.
Atoms and positions in Å:
1 H 22.6588 15.5768 11.0611  0.1114
2 C 22.9063 15.2185 18.5960  -0.3863
3 H 17.7641 16.3290 11.6387  0.0798
4 N 13.9447 14.9725 15.7568  0.0817
5 C 15.6112 17.0800 13.1589  -0.1569
6 N 12.5078 19.1673 15.5284  0.0323
7 N 10.6204 13.7786 20.0176  0.0404
8 H 21.0011 15.3697 13.7039  0.0693
9 H 12.2907 18.2823 18.0786  0.0763
10 H 18.2978 8.6052 17.7973  0.0973
11 C 17.6054 9.3776 17.3937  -0.0695
12 H 22.8673 21.9209 19.4967  0.1415
13 H 12.9401 9.1017 18.2827  0.1100
14 C 17.1713 18.5884 16.4062  -0.1119
15 C 21.8816 21.4781 19.2570  -0.4739
16 N 18.0149 10.7922 19.4079  0.0548
17 H 13.4744 16.3713 11.7450  0.0602
18 H 20.8681 14.8720 19.3094  0.0796
19 H 21.6702 11.4538 14.9682  0.1062
20 N 22.9059 15.1409 9.0120  0.0381
21 H 13.8827 15.0407 16.7535  0.0190
22 O 25.1401 15.9064 17.9339  -0.2054
23 H 24.0763 16.9496 19.3073  0.1024
24 C 13.4578 13.7489 13.7655  -0.0404
25 C 11.7801 12.4848 18.2301  -0.0381
26 H 14.6354 14.1231 20.5020  0.1103
27 C 17.1789 15.5624 12.2091  -0.1295
28 C 12.6041 14.6037 19.1714  -0.2005
29 H 18.1573 9.9747 16.6826  0.0627
30 H 25.2401 11.0533 10.6426  0.0810
31 H 12.6630 19.9474 14.8620  0.0791
32 H 15.6302 10.1079 20.1693  0.1029
33 N 21.8310 10.5946 11.7087  0.0573
34 H 19.8074 17.9764 16.1633  0.0795
35 C 17.5409 14.2994 21.7514  -0.1256
36 C 23.0475 9.3661 13.3607  -0.0612
37 H 23.8757 13.9099 17.4159  0.0451
38 C 21.4472 13.8053 10.4011  -0.0350
39 H 20.7816 21.2751 17.2869  0.1245
40 H 20.5774 14.4293 10.2410  0.0627
41 H 21.5526 17.7663 16.0545  0.0751
42 C 24.1713 15.9249 19.0390  -0.1758
43 H 22.5715 14.0315 14.4910  0.0677
44 C 13.4554 13.6471 15.2898  -0.3902
45 H 20.0859 13.3196 17.1763  -0.0180
46 C 15.5569 10.4703 23.8552  -0.0629
47 H 20.9041 10.7647 11.3658  0.0645
48 H 20.5852 17.1323 17.3823  0.0703
49 H 18.9616 20.4129 12.2445  0.1257
50 H 21.3543 15.3296 15.9787  0.1156
51 C 16.4630 10.9579 22.6922  -0.4639
52 H 17.8099 12.3606 23.5775  0.1374
53 H 21.5399 13.0818 9.5815  0.0871
54 H 22.5387 21.2749 17.2252  0.1139
55 H 23.0367 9.1360 14.4298  0.0870
56 H 17.3154 14.6075 11.7214  0.0841
57 O 19.0015 14.9660 17.0846  -0.2184
58 O 20.0225 19.1155 10.5758  -0.1981
59 H 17.7120 11.5650 20.0056  0.0410
60 H 16.7538 14.9104 22.2788  0.1016
61 O 14.8521 8.7175 18.8319  -0.1529
62 O 15.9229 18.9627 16.9277  -0.1755
63 C 21.5321 23.3914 16.1277  -0.1096
64 H 14.7308 11.2162 23.9870  0.0858
65 H 12.6528 17.9574 11.5540  0.0847
66 H 13.2031 17.1208 17.0032  0.0527
67 H 22.1354 19.9339 20.7455  0.0877
68 N 15.2346 18.5080 11.1764  0.0258
69 H 22.4181 23.0546 15.5647  0.0939
70 O 13.8904 14.4159 18.5556  -0.2340
71 C 17.6928 14.3944 17.2952  -0.0652
72 H 20.6706 22.8465 15.7312  0.0627
73 C 14.7689 13.7640 19.4560  -0.0789
74 H 13.3638 15.6583 15.3403  0.0432
75 H 12.3591 12.8482 20.3142  0.1416
76 H 24.7185 14.6891 10.5962  0.1114
77 H 13.4347 20.0917 17.1569  0.1306
78 H 16.8365 8.8720 16.8396  0.0649
79 H 21.4389 18.4758 9.1498  0.0798
80 H 20.1878 21.4205 13.9723  0.0643
81 H 16.9208 15.1330 17.0825  0.0915
82 C 14.6807 18.0705 12.4261  -0.4258
83 C 11.8624 13.3365 19.4726  -0.4778
84 H 12.7010 15.2942 20.0330  0.1370
85 H 16.4527 11.0770 17.9714  0.1043
86 H 23.4654 13.2154 18.7954  0.1015
87 H 17.1363 17.6320 15.8534  0.0784
88 H 12.7946 17.2466 13.1544  0.0652
89 H 16.6627 8.6091 19.7716  0.1243
90 N 17.4768 9.9347 22.4563  0.0556
91 C 21.8804 10.2533 13.1372  -0.4338
92 H 18.3260 18.3670 12.1953  0.0378
93 C 13.5527 19.1579 16.6226  -0.4169
94 H 20.9382 9.7275 13.3155  0.1474
95 H 21.4728 12.7692 17.5721  0.0324
96 H 13.9792 18.0187 18.3357  0.0995
97 N 20.8526 16.2386 14.2155  0.0558
98 H 22.7814 12.7602 15.7409  0.0602
99 H 16.6615 17.3907 13.3726  0.0838
100 H 14.8214 18.0421 15.3798  0.0973
101 H 12.4868 13.3625 15.6632  0.1106
102 H 26.0738 12.6017 10.4246  0.0797
103 C 13.1940 18.0520 17.5489  -0.0641
104 H 21.6613 16.8525 14.0563  0.0643
105 H 26.6537 16.0231 19.2856  0.0924
106 C 21.9191 11.5009 13.9174  -0.2236
107 C 15.9956 9.3774 19.3842  -0.1584
108 C 21.9691 20.0293 19.6587  -0.0721
109 H 11.1970 11.5747 18.4162  0.0915
110 H 20.9612 19.8436 14.4855  0.0699
111 O 15.8224 15.9018 12.2767  -0.2215
112 H 21.8607 16.0919 20.2545  0.0704
113 C 21.8525 15.1432 19.7464  -0.0226
114 H 23.0710 8.4297 12.7977  0.0853
115 N 20.8228 22.0700 20.0018  0.0419
116 H 23.8316 15.6087 8.9601  0.0826
117 C 20.6373 18.1352 9.7782  -0.1050
118 H 19.8397 17.7503 9.1682  0.0858
119 H 21.2120 12.1857 13.4694  0.1137
120 C 16.9510 10.2441 18.4554  -0.3686
121 C 23.1841 13.1928 14.8143  -0.0868
122 O 14.1664 11.3214 15.1122  -0.1789
123 H 17.9289 10.0647 21.5398  0.0434
124 H 22.5362 15.7968 17.7431  0.1119
125 C 15.3231 10.8639 14.4644  -0.1210
126 C 20.0693 20.3504 14.1223  -0.0598
127 H 17.6484 19.3501 15.7699  0.0663
128 C 20.6525 17.2730 16.3272  -0.0513
129 H 11.5980 19.3809 15.8909  0.0539
130 C 14.8991 18.9895 15.9406  -0.1957
131 H 15.4322 12.8696 15.5823  0.1072
132 H 13.7140 10.4525 19.0796  0.0816
133 H 14.5871 12.6894 19.4082  0.0722
134 C 16.9135 12.3418 22.9178  -0.1963
135 C 23.9473 14.0226 10.9644  -0.2101
136 H 15.0688 9.9613 13.9403  0.0855
137 H 10.1107 13.0142 20.4068  0.0678
138 H 10.0350 14.1362 19.2465  0.0935
139 H 24.6272 15.4216 19.8979  0.1276
140 H 21.0054 19.5946 19.5285  0.0643
141 O 17.2093 12.9377 21.6290  -0.2203
142 H 15.7611 11.5495 13.7675  0.0777
143 H 16.1872 13.0116 23.4484  0.1331
144 H 22.4147 11.3753 11.4928  0.0234
145 N 18.7042 18.5768 13.1068  0.0538
146 O 20.5409 12.4721 17.2668  -0.1050
147 H 12.7504 12.1599 17.8774  0.0374
148 H 23.0260 14.3381 8.4289  0.0617
149 H 27.0949 16.4830 17.6406  0.0813
150 H 19.3032 17.7378 13.3712  0.0747
151 H 25.3928 12.0405 12.0635  0.1016
152 H 12.5935 14.3283 13.3977  0.0837
153 H 18.8279 11.1169 18.9233  0.0408
154 H 15.1417 9.4707 23.7115  0.0809
155 H 12.0293 15.1509 18.4261  0.1213
156 H 24.1950 13.5119 15.0169  0.0877
157 H 18.4258 14.4419 22.3354  0.0718
158 H 20.8517 22.0706 21.0004  0.0687
159 H 17.7347 18.5146 17.3241  0.0870
160 H 21.0233 17.2797 10.3355  0.0668
161 H 15.6952 10.9221 21.8807  0.1221
162 H 21.3944 13.3246 11.3898  0.0564
163 O 21.7348 23.1062 17.5054  -0.2065
164 H 14.1996 10.0613 17.4598  0.0629
165 C 20.7129 19.4409 11.7669  -0.1805
166 H 16.1594 10.5492 15.1247  0.0782
167 H 20.6391 23.0440 19.7692  0.0799
168 O 23.8938 17.4755 13.0420  -0.0398
169 H 21.2903 18.5648 12.0959  0.0966
170 C 21.6899 21.6620 17.7583  -0.1629
171 H 15.9883 19.2149 11.1156  0.0839
172 H 15.7620 13.9066 19.0698  0.0563
173 C 20.5663 16.0025 15.6121  -0.4473
174 H 15.1271 16.7225 14.0679  0.0758
175 H 11.3194 13.0328 17.4020  0.0846
176 H 18.1965 9.9405 23.1568  0.0664
177 H 19.2593 20.2066 14.8491  0.0511
178 C 13.3345 17.3428 12.1890  -0.0626
179 C 25.2881 12.0811 10.9403  -0.0981
180 C 26.3089 16.5609 18.3778  -0.1243
181 C 14.4037 12.5819 15.7745  -0.1939
182 H 14.3608 14.2366 13.3940  0.0669
183 C 19.2512 15.2407 15.6945  -0.1723
184 H 19.2520 14.3768 15.0554  0.1219
185 H 21.4210 20.2979 11.6170  0.1335
186 H 23.9250 9.9547 13.1457  0.0643
187 H 17.7147 14.7306 20.7538  0.0826
188 H 24.5731 16.8295 13.2296  0.0351
189 H 21.2919 24.4330 16.0465  0.0808
190 H 14.3243 12.5094 16.8716  0.0906
191 H 22.6893 19.5336 19.0278  0.0659
192 H 24.3159 18.1635 12.5485  0.0291
193 H 22.0992 14.3598 20.4081  0.0594
194 H 15.5659 17.6839 10.6835  0.0696
195 H 18.4409 15.8524 15.3555  0.0905
196 H 15.1434 19.7997 15.2522  0.1275
197 N 23.1338 13.8545 18.0696  0.0519
198 H 17.6992 15.5962 13.2010  0.0746
199 H 17.5570 13.4457 16.7266  0.1001
200 C 22.7182 14.7163 10.3929  -0.4336
201 H 17.7137 14.1172 18.3361  0.0595
202 C 13.9375 9.5944 18.3847  -0.1732
203 H 16.1331 10.5596 24.7420  0.0550
204 H 26.0719 17.6191 18.6159  0.0943
205 H 23.9210 14.0422 12.0631  0.1129
206 C 19.5569 19.7244 12.8231  -0.4095
207 O 23.1937 12.1146 13.8747  -0.1914
208 H 13.4036 12.7600 13.3105  0.0754
209 H 14.4509 19.0292 12.9851  0.1367
210 O 24.0686 12.6664 10.5254  -0.1980

Output
- gap between HOMO and LUMO (Eh) = 0.3114
- E_HOMO (eV) = -8.55
- relative energy (zero: lowest compared OMol25 entry of this formula, charge and spin) (eV) = 0.000
- F_max (eV Å⁻¹) = 3.4
- energy (eV) = -98520.4439